146
Properties=species:S:1:pos:R:3:forces:R:3:lowdin_charge:R:1 method="wB97M-V/def2-TZVPD" largest_force_ev_per_a=2.4 charge=0 e_tot_ha=-3478.86021 orbital_gap_ha=0.3368 homo_energy_ev=-9.25 e_above_lowest_ev=0.000 lumo_ev=-0.09
C -2.654844 2.292112 2.575272 0.519 -0.163 0.013 -0.0909
H 3.948204 -3.417857 4.353745 -0.242 0.074 0.198 0.1015
H 1.727082 0.595877 6.530637 0.483 0.659 0.587 0.1258
C -3.876071 0.553510 -6.377587 -0.662 0.653 0.579 -0.0961
O 4.551484 -4.459171 1.902526 -0.086 0.391 -0.270 0.0556
C -2.545864 -6.657063 3.755337 -1.076 -0.101 1.279 -0.1185
H 0.086001 5.128764 3.437797 -0.106 0.040 0.277 0.1012
H -0.032131 -4.177622 1.990158 -0.302 0.494 -0.214 0.1212
C 3.732944 1.215291 5.673815 -1.883 -0.411 0.371 -0.2112
O -5.117809 -1.363945 0.882520 0.181 -0.119 -0.063 0.0668
H -0.158779 4.980151 1.032893 -0.186 -0.116 -0.203 0.1005
O -3.224693 1.909665 1.338958 -0.327 -0.010 0.241 -0.1998
C -1.780554 6.190916 3.700570 -0.850 -0.031 1.439 -0.1110
H 2.430685 4.919789 -1.900574 -0.441 -0.355 0.436 0.0863
H 5.742402 1.445912 0.403979 0.175 -0.106 -0.207 0.0879
C 1.021744 3.006139 -4.193819 -0.707 -0.743 0.541 -0.2086
H -4.173634 -3.310912 -6.161724 -0.234 0.052 0.397 0.1007
C 2.048282 2.812449 -5.280199 0.921 0.500 0.094 -0.2090
C -2.099009 2.413630 -1.311753 0.801 -1.351 1.032 -0.1057
H -0.341416 1.169912 5.080230 -0.098 0.114 -0.154 0.0811
H 3.083037 -4.887784 3.815274 -0.316 0.019 0.140 0.0942
O 1.527241 3.320067 -2.903337 0.604 0.064 0.213 -0.2168
H -1.755624 2.457674 -0.272959 -0.003 0.198 -0.111 0.0746
H -2.087144 -0.817531 0.500233 0.112 -0.558 0.391 0.0956
H -0.126087 2.437693 6.311391 0.000 -0.050 -0.035 0.0937
H 4.365583 -3.847024 -1.939040 -0.347 0.406 0.054 0.1003
H 2.790251 3.622918 -5.239369 -0.064 0.139 -0.061 0.1178
H -2.145624 0.357051 -7.665655 -0.361 -0.143 -0.188 0.1005
H 2.298763 -3.205759 3.573575 -0.279 -0.397 0.993 0.0825
H -1.469831 -0.225702 -3.512771 0.063 0.206 0.001 0.0830
C 5.077171 -3.202197 -1.428534 0.504 -0.926 -0.089 0.0477
H 4.062846 0.237214 6.051730 0.647 0.184 -0.080 0.1239
N -2.561950 -5.770251 -0.441646 -1.975 -0.294 0.429 -0.4254
H -2.123827 1.332088 -1.520407 -0.400 -0.010 -0.042 0.0680
H -3.747271 3.904519 0.957027 0.318 -0.124 0.043 0.1097
O -3.329721 3.059313 -1.487156 0.236 0.339 -0.356 -0.1785
N 3.773679 -3.612068 2.304999 0.130 -0.558 0.510 -0.4317
H -0.015557 -2.866538 -0.834490 0.056 -0.431 -0.134 0.0873
H 3.063029 1.154095 -3.207041 0.287 -0.272 0.024 0.0680
H 5.413800 0.066004 3.658817 0.111 -0.151 0.411 0.0858
H 1.600559 2.847379 -6.271498 -0.237 -0.093 0.035 0.1285
O -2.996749 -6.744071 0.149195 0.579 0.036 0.046 0.0700
N -2.707555 -4.329056 -5.055336 -0.313 0.235 -0.028 -0.4424
H -0.210756 -1.554222 4.536458 0.229 -0.090 -0.030 0.0747
H -2.566929 -2.627490 -6.346256 0.328 -0.158 0.240 0.0935
N 6.304212 2.396985 -1.429011 0.215 0.095 1.591 -0.4531
H -3.034241 -5.829407 3.234345 0.421 -0.091 -0.500 0.0832
O 1.520203 2.084355 5.103552 0.707 0.246 -0.247 -0.1820
H -4.613400 0.819559 -7.124349 0.295 -0.104 -0.348 0.0995
C -0.673332 -2.146578 3.743189 -0.733 0.162 1.424 -0.1082
C -4.403506 2.676721 -0.615631 0.559 0.454 -1.255 -0.1724
C -0.651697 -4.344946 2.883443 -0.177 0.233 -0.004 -0.2134
H 4.466650 0.859730 -4.336607 -0.257 -0.334 0.035 0.0880
H -2.120065 5.972349 -0.079681 -0.192 -0.022 0.024 0.1074
O -1.210475 -6.437166 4.133934 0.132 0.369 -0.551 -0.1660
O 4.808856 -1.074166 -0.594191 0.500 0.022 -0.421 0.0467
H -2.703351 -7.625141 3.272970 0.218 0.196 -0.469 0.0881
C 1.355719 -0.372214 -0.043515 -0.075 0.701 -0.225 -0.1989
H 0.540760 2.029477 -4.073275 -0.177 0.080 0.033 0.1179
H 5.108987 3.129389 0.153256 0.704 0.095 0.150 0.0938
H -3.195623 3.058770 3.138714 -0.319 -0.005 -0.305 0.0942
H 1.852657 1.499869 1.405380 0.177 -0.089 0.708 0.0890
H 1.091866 0.405978 -1.994088 -0.254 0.054 -0.016 0.1208
H -4.752985 1.675986 -0.889982 0.031 -0.155 0.319 0.1211
H -0.592540 -0.221669 -5.731416 -0.031 -0.083 -0.559 0.1070
C 1.802181 4.703147 -2.761401 0.292 -0.108 -0.847 -0.0990
C 3.618675 1.491686 -4.084849 -0.016 0.690 0.257 -0.1040
H 5.820464 1.653435 3.178880 -0.293 0.520 0.218 0.0757
O -1.630916 -4.247004 -4.504548 0.345 -0.158 -0.047 0.0474
C 0.807967 1.262443 1.609677 -0.417 -0.024 -0.639 -0.0631
O 6.644254 3.544158 -1.614079 0.058 0.246 -0.684 0.0648
H -1.521693 -5.548143 -2.209120 -0.063 -0.058 -0.057 0.0903
H 0.234382 3.726502 -4.434866 0.076 0.104 -0.370 0.1277
C -3.256190 -3.075934 -5.637138 0.170 -0.054 -0.201 0.0558
O 6.745804 1.415697 -1.968107 0.096 -0.314 -0.705 0.0715
H -0.482500 -1.619770 2.804468 0.159 -0.620 -0.383 0.0829
H -1.660996 2.694794 2.357755 0.030 -0.044 0.354 0.0536
H 0.572872 0.798358 2.568932 0.629 -0.044 0.181 0.0779
N 4.702776 -1.773702 -1.587180 -1.191 -0.166 0.803 -0.4073
C 1.011713 -0.567983 -1.507605 0.723 0.149 0.527 -0.1979
H 0.523109 -2.953391 -2.521446 -0.072 0.339 -0.342 0.0956
H 5.121329 -3.426671 -0.368515 -0.079 0.130 0.011 0.0652
C -0.964039 5.418306 1.607211 -0.154 0.556 0.737 -0.0889
H -3.716027 0.415488 -2.970135 -0.337 0.249 -0.063 0.0856
C -2.556722 0.290055 -6.665981 1.237 -0.384 0.163 -0.1009
C 5.367745 2.176344 -0.301035 -1.653 0.547 0.059 0.0310
H -2.592457 1.408086 3.212423 0.173 -0.019 -0.076 0.0897
H 0.849801 5.235952 -2.763278 0.100 0.363 0.233 0.0882
O -0.244192 -3.479979 3.929861 1.177 -0.424 -0.290 -0.1888
C -4.326803 0.652548 -5.047092 -0.094 0.195 -0.509 -0.0888
H 1.857540 -1.165975 -1.869766 -0.385 -0.246 -0.546 0.1039
C -2.963814 -1.336430 0.109490 1.103 1.742 -1.145 0.0307
H 6.095359 1.200517 4.882364 0.087 -0.003 -0.035 0.0887
H -1.702712 -4.099676 2.705979 0.001 -0.294 -0.545 0.1059
H 4.395108 1.876261 -0.697642 0.333 -0.616 -0.261 0.0871
H -2.627271 -6.934018 -2.159893 -0.320 0.039 -0.114 0.1024
C -3.461627 0.398608 -4.021026 1.540 -0.590 0.024 -0.0854
H 2.316817 0.158632 -0.105265 -0.002 0.176 0.251 0.1074
H 4.038217 2.026119 6.341963 -0.017 -0.065 0.073 0.1297
H 2.115964 0.066885 5.009601 -0.194 0.331 -0.740 0.1140
C 2.204099 0.982003 5.617808 0.044 -0.751 0.215 -0.2201
C -2.125306 0.055055 -4.331967 -0.400 -0.465 0.669 -0.0974
H -0.616834 -6.296075 2.135433 -0.062 -0.210 -0.022 0.1177
C -0.823068 5.517452 2.996195 0.695 -0.128 -1.380 -0.1069
C -4.113888 2.878606 0.834610 -0.497 0.159 0.462 -0.2140
H 0.596098 -6.021918 3.404537 0.104 0.080 -0.122 0.1187
C -2.955113 6.653155 3.120715 0.799 0.114 -0.509 -0.0834
H -3.352728 -0.580509 -0.572447 -0.412 -0.350 -0.092 0.0796
H -5.147650 3.409161 -0.932639 -0.406 -0.250 0.325 0.1305
H -3.322365 -2.446709 -4.752369 -0.438 0.373 -0.320 0.0959
H -1.236982 -2.861060 -2.086487 0.090 -0.043 -0.342 0.0624
O -3.421667 -5.309259 -5.051685 0.106 -0.252 -0.075 0.0669
C -3.076067 6.605269 1.726690 -0.788 0.068 1.697 -0.0951
H -3.211097 -5.212355 -2.400411 -0.361 -0.151 0.344 0.0916
C -0.228444 -2.524654 -1.857074 -0.332 0.348 1.562 -0.0878
O 4.120186 -1.433357 -2.597278 0.528 -0.072 -0.283 0.0518
C -2.516293 -5.888006 -1.913816 1.556 0.239 -0.346 0.0398
H 2.422773 5.059646 -3.593435 -0.254 0.067 -0.173 0.0822
H -1.260726 2.751375 -1.922643 -0.574 0.769 -0.382 0.0847
N -3.944986 -1.536445 1.160375 -0.661 -0.173 0.776 -0.4249
H -1.684162 6.324193 4.774612 0.147 -0.115 -0.051 0.1036
H 0.262722 2.209744 1.589625 -0.107 -0.092 -0.204 0.0646
O 4.103462 1.483404 4.356836 0.567 0.278 -0.604 -0.1811
H -5.321479 1.026695 -4.839978 -0.128 -0.277 -0.092 0.1044
H -1.739766 -2.136047 3.980534 -0.142 0.324 -0.458 0.0790
O -3.544792 -1.834842 2.273022 -0.003 -0.033 -0.318 0.0531
H -3.687953 7.103697 3.775562 -0.189 0.079 -0.249 0.1001
H 1.595081 -1.275445 0.524774 -0.464 -0.225 0.012 0.1087
C -0.437581 -5.832854 3.110166 -0.015 0.210 0.841 -0.1940
O 2.750957 1.591333 -5.195314 -0.164 -0.166 -0.322 -0.1747
H 4.030518 2.479285 -3.832709 -0.009 0.009 -0.056 0.0874
H -4.002465 7.011358 1.341080 0.239 -0.052 -0.627 0.1045
C -2.075935 6.001874 1.004237 0.658 -0.408 -1.198 -0.1122
C 3.188830 -3.819243 3.686712 0.437 0.688 -1.386 0.0793
O -2.345409 -4.701861 0.093985 0.567 0.160 -0.302 0.0498
H -3.126425 -6.709577 4.685887 0.205 -0.125 0.011 0.0878
H 6.031414 -3.460746 -1.887263 0.140 0.651 -0.017 0.1019
C -1.649908 -0.021249 -5.627076 -1.044 0.793 0.339 -0.0943
H -5.043542 2.823750 1.420413 -0.135 0.016 -0.193 0.1363
H -0.198644 2.908128 4.590890 -0.367 -0.158 0.056 0.0711
O -0.261729 -1.100014 -1.774974 0.310 -0.630 -0.841 -0.1986
O 3.421058 -2.616455 1.706417 0.254 -0.260 -0.158 0.0512
C 0.131666 2.137755 5.287017 0.121 -0.106 0.160 -0.1031
H -2.683831 -2.221662 -0.449652 -0.252 -0.351 0.447 0.0743
C 5.420983 1.100171 4.030109 0.015 -0.656 -0.301 -0.0992
O 0.348817 0.430136 0.549317 0.048 0.061 0.086 -0.1859